[1]
{
  "formula": "C39H56Cl3F2NO6Si",
  "method": "ωB97M-V/def2-TZVPD",
  "symbols": ["C", "C", "C", "F", "C", "C", "C", "C", "F", "C", "C", "C", "C", "O", "C", "C", "Cl", "C", "C", "Cl", "C", "O", "C", "C", "C", "C", "C", "O", "Si", "C", "C", "C", "C", "C", "C", "C", "Cl", "C", "C", "C", "N", "C", "C", "O", "H", "H", "H", "H", "H", "H", "H", "H", "H", "H", "H", "H", "H", "H", "H", "H", "H", "H", "H", "H", "H", "H", "H", "H", "H", "H", "H", "H", "H", "H", "H", "H", "H", "H", "H", "H", "H", "H", "H", "H", "H", "H", "H", "H", "C", "C", "C", "O", "H", "H", "H", "H", "H", "H", "C", "C", "C", "O", "H", "H", "H", "H", "H", "H"],
  "coordinates": [[-3.58241, -0.74847, -2.50179], [-2.25173, -0.00991, -2.22198], [-1.12159, -1.04309, -1.94402], [-0.13351, -0.96392, -2.93077], [-0.50500, -0.89734, -0.54882], [0.02414, 0.33451, -0.14925], [0.59614, 0.49935, 1.11332], [0.64312, -0.58049, 1.96703], [1.17778, -0.42548, 3.18386], [0.15235, -1.80482, 1.58818], [0.31546, -2.91969, 2.62289], [-0.79115, -2.93107, 3.70919], [-0.09595, -3.06714, 5.09345], [-1.53462, -4.15824, 3.52681], [-0.44397, -1.98508, 0.34924], [-0.99919, -3.37309, 0.03721], [-2.77811, -3.30983, -0.27383], [-0.18685, -4.16499, -1.06829], [1.15137, -3.52187, -1.43486], [-1.15301, -4.56150, -2.54554], [1.17685, 1.82672, 1.54541], [2.05826, 1.93496, 2.37588], [0.56757, 3.04540, 0.89905], [0.62023, 4.21404, 1.63042], [0.07432, 5.35249, 1.07435], [0.16746, 6.65652, 1.86269], [0.52297, 6.48990, 3.34087], [1.93287, 6.20904, 3.49215], [2.32607, 5.71679, 5.06026], [4.16852, 5.91246, 5.39561], [1.42013, 6.76388, 6.34538], [1.91011, 3.88544, 5.28867], [-0.53872, 5.28140, -0.19282], [-1.11504, 6.58801, -0.74134], [0.01550, 7.53707, -1.24921], [1.20211, 6.79366, -1.87680], [2.42031, 8.02425, -2.44338], [-0.59629, 4.08864, -0.91946], [-1.28656, 4.07392, -2.27758], [-2.77288, 3.61001, -2.17106], [-3.19950, 2.79028, -3.33211], [-0.00417, 2.94493, -0.35080], [0.06405, 1.57717, -1.03922], [0.19331, 1.55497, -2.24472], [-3.80203, -1.42827, -1.67423], [-4.42860, -0.06552, -2.62589], [-3.41941, -1.38056, -3.38601], [-2.37559, 0.66617, -1.36483], [-1.99805, 0.58053, -3.10460], [-1.57820, -2.02515, -2.08222], [1.27072, -2.73566, 3.12715], [0.42008, -3.89940, 2.14794], [-1.43417, -2.04433, 3.70057], [0.83938, -3.63479, 5.01934], [0.11693, -2.08249, 5.53040], [-0.74116, -3.64396, 5.76793], [-2.46060, -3.92248, 3.65194], [-0.93048, -3.98881, 0.93291], [0.06353, -5.14613, -0.64653], [1.05434, -2.54289, -1.91184], [1.71384, -4.15443, -2.13203], [1.74323, -3.39097, -0.51791], [1.09162, 4.18094, 2.60551], [-0.73918, 7.26958, 1.80323], [0.98707, 7.24135, 1.41532], [-0.02790, 5.66527, 3.82232], [0.34447, 7.44976, 3.84620], [4.75666, 5.46264, 4.58133], [4.46650, 5.41037, 6.32537], [4.47081, 6.96565, 5.46764], [0.33984, 6.62795, 6.18196], [1.65347, 7.83275, 6.23806], [1.66225, 6.46147, 7.37124], [0.81747, 3.76502, 5.35455], [2.33423, 3.46246, 6.20592], [2.28361, 3.34722, 4.40610], [-1.88885, 6.43318, -1.49480], [-1.59730, 7.13662, 0.07735], [0.41292, 8.16682, -0.44493], [-0.35602, 8.23353, -2.01329], [1.74671, 6.14337, -1.19276], [0.88390, 6.28362, -2.79103], [-1.34768, 5.11694, -2.60877], [-0.74050, 3.54342, -3.05808], [-3.39666, 4.52300, -2.17301], [-2.98260, 3.13105, -1.20601], [-4.02747, 2.28522, -3.02040], [-3.56140, 3.44862, -4.01826], [-1.36082, -10.17650, -1.07319], [-0.52040, -8.92726, -1.17892], [-0.80645, -7.99990, -2.33231], [0.34678, -8.68002, -0.37131], [-1.04896, -10.74857, -0.20132], [-2.41289, -9.90970, -0.96149], [-1.22793, -10.79201, -1.96435], [-1.83339, -7.63700, -2.27348], [-0.64773, -8.52174, -3.27822], [-0.13292, -7.14832, -2.28518], [1.98788, -7.71164, -5.20246], [1.25508, -8.12157, -6.45690], [1.95347, -9.09698, -7.37347], [0.15694, -7.68824, -6.71592], [1.37340, -7.01086, -4.63958], [2.18097, -8.58901, -4.58229], [2.92831, -7.22345, -5.46286], [2.14765, -10.03209, -6.84548], [2.89336, -8.66982, -7.72674], [1.31713, -9.30379, -8.23172]],
  "atomic_forces_ev_per_a": [[0.70, -0.15, 0.26], [-0.32, -0.47, -0.12], [-0.73, 0.41, 0.05], [-0.01, -0.10, 0.17], [0.06, -0.23, -0.51], [0.05, 0.59, -0.30], [0.43, 0.64, 0.31], [0.15, 0.62, -0.40], [-0.14, -0.27, 0.03], [0.05, -1.50, 1.12], [0.19, 0.96, -0.19], [1.39, -1.55, 0.91], [-0.37, 0.20, 0.03], [-0.55, 0.87, -0.40], [-0.38, 0.34, -0.58], [0.23, -0.10, -0.47], [0.32, -0.10, 0.47], [0.17, -0.18, 0.05], [0.04, 0.20, -0.15], [0.39, 0.28, 0.14], [0.04, 0.29, -0.14], [-0.54, -0.25, -0.45], [0.52, -1.12, 0.77], [-0.07, -0.01, -0.30], [-0.17, 0.37, 0.53], [0.45, -0.29, 0.07], [0.76, 0.17, -0.21], [-0.29, -0.06, 0.70], [0.83, -0.24, 0.74], [0.11, 0.10, -0.61], [-0.32, -0.05, -0.49], [-0.39, 0.55, -0.32], [-0.42, 0.68, 0.14], [0.49, 0.37, 0.36], [0.31, -0.13, -0.34], [-0.10, 0.72, -0.42], [-0.23, -0.27, 0.15], [0.28, -0.18, -0.56], [-0.52, 0.54, 0.22], [0.02, 0.64, -0.44], [-0.34, 0.28, 0.64], [-0.45, -0.63, -0.12], [-0.02, 0.92, -0.54], [-0.05, -0.41, 0.78], [-0.17, 0.22, -0.14], [0.18, -0.14, -0.20], [-0.40, 0.26, 0.06], [0.07, -0.06, -0.24], [0.15, 0.00, 0.30], [0.35, 0.06, 0.21], [-0.18, -0.02, -0.17], [-0.21, 0.14, 0.32], [0.05, -0.20, -0.27], [-0.18, 0.16, -0.11], [0.05, -0.25, -0.08], [0.01, 0.36, -0.08], [-0.01, -0.34, -0.04], [-0.16, 0.25, -0.21], [-0.36, 0.16, -0.05], [-0.12, -0.20, 0.11], [-0.20, -0.04, 0.28], [-0.08, -0.08, -0.19], [-0.01, 0.16, -0.22], [0.10, -0.24, -0.08], [-0.25, 0.03, 0.19], [-0.33, 0.41, -0.18], [-0.33, -0.33, -0.01], [-0.10, 0.09, 0.20], [-0.23, 0.08, -0.15], [-0.10, -0.19, -0.01], [0.19, 0.17, 0.30], [-0.06, -0.24, 0.01], [-0.01, -0.04, -0.24], [0.23, -0.16, -0.12], [0.05, 0.14, -0.20], [-0.12, -0.12, 0.33], [0.25, 0.02, 0.10], [-0.12, -0.28, -0.23], [-0.21, -0.19, -0.05], [-0.11, -0.19, 0.23], [-0.23, -0.03, -0.15], [0.21, -0.21, 0.34], [0.30, -0.39, -0.17], [-0.13, -0.30, 0.39], [0.22, -0.15, 0.38], [0.21, -0.30, -0.38], [0.13, -0.15, -0.25], [0.16, -0.24, -0.15], [0.17, -0.06, 0.25], [0.09, 0.05, 0.06], [0.24, -0.01, 0.17], [-0.03, 0.00, -0.01], [0.01, 0.03, -0.01], [-0.03, -0.05, -0.18], [-0.17, 0.06, -0.06], [-0.03, -0.08, -0.17], [-0.22, 0.01, -0.04], [-0.01, -0.03, -0.01], [-0.26, 0.15, 0.05], [-0.11, 0.06, -0.03], [-0.23, 0.03, -0.15], [0.02, -0.04, 0.02], [0.00, -0.01, -0.03], [0.20, 0.02, -0.04], [0.10, -0.17, 0.06], [0.18, 0.05, 0.01], [0.09, -0.11, 0.12], [0.00, 0.02, 0.03]],
  "smiles": "CC[C@@H](F)c1c2c(c(F)c(C[C@H](C)O)c1[C@@H](Cl)[C@H](C)Cl)C(=O)c1cc(CCO[Si](C)(C)C)c(CCCCl)c(CCN)c1C2=O.CC(C)=O.CC(C)=O",
  "e_homo_ev": -9.3,
  "e_tot_ha": -3895.73611
}



[2]
{
  "formula": "C3H8O",
  "method": "ωB97M-V/def2-TZVPD",
  "symbols": ["C", "C", "C", "O", "H", "H", "H", "H", "H", "H", "H", "H"],
  "coordinates": [[-1.10634, -0.61847, 0.56146], [-0.19972, 0.21756, -0.30886], [1.28080, -0.11139, -0.14512], [-0.46830, 1.56792, 0.01025], [-2.15019, -0.33450, 0.39655], [-0.97937, -1.67799, 0.32803], [-0.87140, -0.45429, 1.61853], [-0.47310, 0.03033, -1.38965], [1.46972, -1.15991, -0.39626], [1.90591, 0.50895, -0.80144], [1.59762, 0.06552, 0.88828], [-0.00563, 1.96627, -0.76177]],
  "atomic_forces_ev_per_a": [[-0.01, -0.23, 0.10], [-0.34, -1.06, -0.57], [0.03, -0.02, 0.10], [0.95, 0.60, -1.58], [0.16, -0.08, 0.01], [-0.08, 0.03, 0.10], [0.00, -0.04, -0.11], [0.14, 0.13, 0.84], [0.00, 0.11, 0.02], [-0.16, -0.09, 0.10], [-0.06, -0.03, -0.11], [-0.63, 0.67, 1.12]],
  "smiles": "CC(C)O",
  "relative_energy_kcal_mol": 3.4,
  "e_homo_ev": -10.3,
  "e_tot_ha": -194.33060
}



[3]
{
  "formula": "C30H75N5",
  "method": "ωB97M-V/def2-TZVPD",
  "symbols": ["C", "C", "N", "C", "C", "C", "C", "H", "H", "H", "H", "H", "H", "H", "H", "H", "H", "H", "H", "H", "H", "H", "C", "C", "N", "C", "C", "C", "C", "H", "H", "H", "H", "H", "H", "H", "H", "H", "H", "H", "H", "H", "H", "H", "C", "C", "N", "C", "C", "C", "C", "H", "H", "H", "H", "H", "H", "H", "H", "H", "H", "H", "H", "H", "H", "H", "C", "C", "N", "C", "C", "C", "C", "H", "H", "H", "H", "H", "H", "H", "H", "H", "H", "H", "H", "H", "H", "H", "C", "C", "N", "C", "C", "C", "C", "H", "H", "H", "H", "H", "H", "H", "H", "H", "H", "H", "H", "H", "H", "H"],
  "coordinates": [[2.55468, 3.23402, 0.06958], [1.54933, 2.26031, -0.45188], [0.68330, 1.69782, 0.58920], [-0.35002, 2.65614, 0.98725], [-1.56229, 2.67465, 0.08097], [0.37707, 0.27904, 0.39322], [-0.15705, -0.37125, 1.68790], [3.28630, 3.48859, -0.69726], [3.07590, 2.83392, 0.93928], [2.05185, 4.18052, 0.26803], [0.92634, 2.69238, -1.23500], [2.08043, 1.43334, -0.92322], [-0.66925, 2.29293, 1.96412], [0.00882, 3.67793, 1.11097], [-1.40216, 3.05952, -0.92617], [-1.94706, 1.67065, -0.09799], [-2.41437, 3.10869, 0.60412], [1.25055, -0.35208, 0.22946], [-0.17550, 0.04902, -0.51775], [0.58957, -0.31505, 2.48004], [-0.61213, -1.35443, 1.56806], [-0.97350, 0.25016, 2.05585], [2.61792, 3.96886, -2.43875], [3.89194, 4.08455, -1.60170], [4.92826, 3.02307, -1.65384], [5.44529, 2.92858, -3.00821], [6.48717, 3.83473, -3.64895], [6.02549, 3.33343, -0.69523], [5.47223, 3.13701, 0.72117], [2.83502, 4.27262, -3.46281], [1.96182, 4.75998, -2.07575], [2.07936, 3.02559, -2.52968], [4.38313, 5.05743, -1.58344], [3.46925, 4.14460, -0.59879], [6.02148, 2.00722, -2.92347], [4.64229, 2.65441, -3.69240], [6.05748, 4.82524, -3.79845], [7.26144, 4.09885, -2.92865], [6.93631, 3.57323, -4.60706], [6.40864, 4.35150, -0.76459], [6.82242, 2.60905, -0.86337], [6.28639, 2.90350, 1.40725], [4.85860, 2.23753, 0.67112], [4.80977, 3.90818, 1.11430], [-2.34298, -1.72558, -0.21440], [-3.06020, -2.49477, 0.96890], [-1.97778, -3.14846, 1.80146], [-1.41358, -4.36849, 1.13090], [-0.02236, -4.65830, 1.61327], [-2.31048, -3.38876, 3.21091], [-2.69251, -2.21702, 4.08342], [-1.98477, -2.32012, -1.05482], [-1.52728, -1.10169, 0.15098], [-3.18868, -1.16178, -0.60811], [-3.61529, -1.68166, 1.43668], [-3.77638, -3.24471, 0.63305], [-2.01703, -5.25944, 1.30457], [-1.40703, -4.17370, 0.05847], [0.61415, -5.22450, 0.93328], [0.67068, -3.82107, 1.69600], [-0.10137, -5.30455, 2.48746], [-1.46520, -3.86357, 3.70908], [-3.08756, -4.14021, 3.35083], [-2.79516, -2.51901, 5.12571], [-3.60827, -1.76427, 3.70328], [-1.98752, -1.38763, 4.14001], [0.84454, -1.11558, -1.39399], [0.56760, -2.28436, -0.49645], [1.24582, -3.48621, -0.98523], [0.85619, -3.84463, -2.37581], [-0.61282, -4.33825, -2.46587], [1.18794, -4.62977, -0.07661], [2.32207, -5.57351, -0.33263], [0.50671, -0.24650, -0.82948], [0.20687, -1.33566, -2.25017], [1.85525, -0.93644, -1.76069], [1.04732, -2.21787, 0.48005], [-0.46934, -2.49134, -0.23186], [1.58605, -4.50133, -2.84927], [0.90113, -3.08398, -3.15523], [-0.74896, -5.34302, -2.06587], [-0.83424, -4.33262, -3.53313], [-1.24629, -3.61015, -1.95922], [1.22776, -4.27185, 0.95219], [0.28223, -5.21205, -0.24619], [3.27704, -5.09459, -0.54891], [2.35585, -6.40870, 0.36697], [2.20175, -6.01742, -1.32085], [-3.72443, 1.11999, -1.91036], [-3.85865, 0.41610, -0.46513], [-3.82723, 1.46014, 0.65557], [-4.87702, 2.44709, 0.58087], [-6.22330, 1.95720, 1.16620], [-3.56584, 0.83718, 1.94680], [-3.06724, 1.80161, 2.97896], [-4.71059, 1.46518, -2.22086], [-3.47363, 0.28167, -2.56028], [-2.93452, 1.86983, -1.86656], [-4.77095, -0.17840, -0.41628], [-3.01703, -0.26267, -0.32717], [-4.65864, 3.30803, 1.21269], [-5.04849, 2.63657, -0.47874], [-6.74222, 1.23038, 0.54125], [-6.05604, 1.66783, 2.20370], [-6.75794, 2.90707, 1.16725], [-2.82708, 0.04101, 1.85499], [-4.43203, 0.29823, 2.33065], [-3.86649, 2.36305, 3.46280], [-2.36304, 2.53435, 2.58487], [-2.53400, 1.25769, 3.75864]],
  "atomic_forces_ev_per_a": [[-4.76, -3.92, 4.29], [-0.83, -1.14, 0.73], [1.12, -0.01, -0.13], [-0.42, -1.44, 0.05], [0.15, -0.50, -0.24], [-0.75, 3.31, 6.95], [-1.08, 1.33, 0.16], [-4.29, -10.55, 2.29], [-0.70, 0.16, 0.11], [0.04, 0.36, 0.44], [-0.16, 0.13, 0.03], [0.14, -0.15, -0.05], [-0.03, 0.42, 0.10], [0.62, -0.23, 0.04], [0.19, 0.66, 0.14], [0.72, 0.11, 0.21], [0.37, 0.62, -0.55], [0.94, 1.73, 1.28], [-5.62, 3.25, 3.54], [0.27, -0.31, -0.21], [0.69, 0.02, 0.35], [-0.08, 0.04, 0.15], [1.00, 1.17, -1.70], [4.76, 4.09, -4.53], [-0.21, 2.17, -0.25], [1.23, -2.97, -0.82], [-0.68, 2.56, 1.00], [-1.51, -0.31, 0.60], [0.40, -1.05, -0.11], [0.09, 0.00, -0.14], [-0.32, -0.20, 0.15], [0.66, 0.16, 0.32], [0.20, 0.73, -1.47], [4.65, 9.31, -0.49], [-0.06, -0.64, -0.27], [-0.15, 0.37, 0.02], [-0.24, 0.28, -0.38], [0.39, -0.53, -0.06], [-0.28, -0.69, 0.25], [0.18, 0.18, -0.45], [0.05, 0.10, -0.11], [-0.01, 0.41, 0.19], [0.20, -0.10, 0.17], [0.50, 0.27, -0.10], [-1.43, -3.40, -0.27], [2.53, -0.22, -0.65], [-0.84, 0.21, -0.04], [-0.23, 1.38, 0.42], [-3.98, -2.71, 6.96], [0.59, -0.59, 0.31], [-0.18, 0.99, -0.37], [-0.15, -0.23, 0.42], [-0.96, 0.09, -0.25], [1.06, -4.04, -0.99], [0.15, -0.52, 0.82], [-0.17, -0.02, -0.32], [-0.35, -0.16, 0.01], [-0.13, 0.00, 0.00], [-4.10, -3.10, 4.79], [-2.49, 1.12, 3.05], [-0.22, 0.65, 1.24], [0.40, 0.01, -0.37], [-0.56, -0.27, -0.34], [-0.39, -0.27, -0.13], [-0.30, -0.02, 0.36], [0.46, -0.13, -0.42], [-0.16, -2.74, -4.19], [2.11, -1.92, 0.89], [0.59, -0.18, -2.57], [-0.51, -0.26, 0.29], [1.11, -0.07, -0.61], [5.46, 2.71, -8.00], [0.62, -0.80, -1.70], [4.24, -3.54, -6.61], [0.00, 0.41, -0.64], [0.28, -0.71, 0.21], [0.14, 0.67, 0.21], [0.62, 0.31, -0.58], [-0.11, -0.83, 0.59], [0.21, 1.01, 0.86], [-0.22, 0.09, 0.00], [-0.48, -0.21, 0.03], [-0.06, -0.33, -0.21], [4.37, 1.24, -4.72], [0.16, 0.42, -1.78], [0.14, 0.35, 1.10], [0.31, 0.12, 0.20], [-0.49, -0.52, -0.11], [-0.60, -1.79, 2.01], [-0.55, 5.24, 0.38], [-0.59, -2.19, -1.16], [-0.89, -1.85, 0.72], [0.48, 1.30, -0.34], [-0.28, 0.00, -0.59], [0.12, 0.61, 0.77], [0.29, 0.41, -0.15], [0.26, 0.21, -0.41], [-0.39, -0.04, -0.32], [-0.35, -0.31, -0.09], [-0.76, 4.75, 0.79], [0.55, 0.41, -0.53], [0.30, 0.75, 0.22], [0.06, -0.14, 0.31], [-0.40, -0.32, -0.11], [-0.82, -0.28, 0.20], [0.10, 0.30, -0.48], [-0.49, -0.11, 0.26], [-0.12, 0.01, 0.02], [-0.23, -0.15, -0.05], [-0.06, -0.03, 0.16]],
  "relative_energy_kcal_mol": 600.2,
  "e_homo_ev": -7.0,
  "e_tot_ha": -1460.76307
}



Q: What is the formula in the third record?
A: C30H75N5